{
  "formula": "C46H42NO11",
  "method": "the ωB97M-V functional and the def2-TZVPD basis",
  "species": ["C", "O", "C", "C", "C", "C", "C", "C", "C", "C", "C", "C", "C", "C", "C", "N", "C", "C", "H", "H", "H", "H", "H", "H", "H", "H", "H", "H", "H", "H", "H", "H", "H", "H", "H", "H", "H", "H", "H", "H", "C", "C", "C", "O", "C", "C", "C", "O", "H", "H", "H", "H", "C", "C", "C", "O", "C", "C", "C", "O", "H", "H", "H", "H", "C", "C", "C", "O", "C", "C", "C", "O", "H", "H", "H", "H", "C", "C", "C", "O", "C", "C", "C", "O", "H", "H", "H", "H", "C", "C", "C", "O", "C", "C", "C", "O", "H", "H", "H", "H"],
  "positions_angstrom": [[-1.61, -4.52, -0.32], [-0.39, -3.91, -0.86], [-0.68, -2.68, -1.63], [0.46, -2.28, -2.74], [1.85, -1.66, -2.11], [1.83, 0.00, -1.99], [1.51, 0.33, -0.42], [1.46, 1.93, -0.04], [1.12, 2.93, -1.29], [2.35, 3.93, -1.82], [2.12, 5.02, -3.04], [0.68, 5.19, -3.81], [-0.55, 4.20, -3.29], [-2.05, 4.35, -4.01], [-3.26, 3.36, -3.42], [-2.97, 2.36, -2.33], [-1.61, 2.17, -1.64], [-0.32, 3.10, -2.05], [-2.03, -4.00, 0.65], [-1.32, -5.63, 0.01], [-2.50, -4.60, -1.08], [-1.72, -2.86, -2.17], [-0.85, -1.74, -0.92], [0.73, -3.22, -3.40], [0.00, -1.48, -3.47], [1.91, -2.08, -0.99], [2.82, -2.07, -2.65], [1.04, 0.40, -2.75], [2.92, 0.34, -2.34], [0.52, -0.22, -0.10], [2.41, -0.13, 0.21], [2.45, 2.32, 0.49], [0.61, 2.06, 0.79], [3.41, 3.86, -1.32], [3.01, 5.75, -3.38], [0.52, 6.01, -4.67], [-2.25, 5.15, -4.88], [-4.34, 3.48, -3.90], [-3.76, 1.75, -2.01], [-1.46, 1.36, -0.79], [2.44, -0.56, 5.38], [2.55, 0.07, 4.20], [3.34, -0.51, 3.09], [3.44, 0.06, 2.02], [3.99, -1.81, 3.34], [3.88, -2.44, 4.51], [3.10, -1.86, 5.62], [2.99, -2.43, 6.69], [1.87, -0.14, 6.20], [2.08, 1.02, 4.01], [4.57, -2.22, 2.52], [4.36, -3.39, 4.71], [4.09, -3.67, 9.53], [4.17, -2.35, 9.35], [4.30, -1.43, 10.49], [4.37, -0.22, 10.33], [4.34, -2.02, 11.84], [4.27, -3.34, 12.03], [4.14, -4.26, 10.88], [4.07, -5.47, 11.05], [3.99, -4.36, 8.70], [4.14, -1.90, 8.36], [4.44, -1.33, 12.67], [4.30, -3.79, 13.01], [-0.13, -6.88, 7.80], [0.78, -6.97, 6.83], [1.27, -5.77, 6.11], [2.10, -5.86, 5.22], [0.71, -4.47, 6.52], [-0.20, -4.37, 7.49], [-0.69, -5.57, 8.20], [-1.52, -5.48, 9.09], [-0.50, -7.74, 8.34], [1.20, -7.92, 6.52], [1.07, -3.60, 5.98], [-0.63, -3.42, 7.79], [-0.27, 4.86, -7.68], [0.47, 4.23, -8.60], [-0.07, 3.93, -9.94], [0.61, 3.35, -10.79], [-1.46, 4.35, -10.23], [-2.20, 4.98, -9.31], [-1.66, 5.28, -7.97], [-2.34, 5.86, -7.13], [0.10, 5.09, -6.69], [1.48, 3.92, -8.41], [-1.83, 4.12, -11.22], [-3.22, 5.29, -9.51], [-8.36, 2.21, -6.94], [-7.52, 1.78, -7.89], [-6.14, 2.28, -7.98], [-5.38, 1.89, -8.85], [-5.70, 3.27, -6.97], [-6.54, 3.70, -6.02], [-7.92, 3.20, -5.93], [-8.69, 3.59, -5.05], [-9.38, 1.86, -6.86], [-7.83, 1.05, -8.63], [-4.68, 3.62, -7.05], [-6.23, 4.42, -5.27]],
  "mulliken_charge": [-0.607, -0.305, -0.252, -0.668, -0.536, -0.222, -0.066, -0.735, 0.653, -0.624, -0.526, -0.561, 0.309, -0.307, -0.278, -0.063, -0.309, 0.452, 0.239, 0.222, 0.268, 0.378, 0.050, 0.281, 0.323, 0.233, 0.393, 0.180, 0.241, -0.008, 0.112, 0.305, 0.259, 0.291, 0.310, 0.436, 0.352, 0.217, 0.305, 0.303, -0.456, -0.266, 0.467, -0.636, -0.432, -0.337, 0.293, -0.486, 0.475, 0.451, 0.452, 0.464, -0.254, -0.290, 0.327, -0.564, -0.371, -0.410, 0.329, -0.557, 0.479, 0.467, 0.415, 0.412, -0.391, -0.385, 0.529, -0.582, -0.221, -0.310, 0.323, -0.554, 0.426, 0.428, 0.283, 0.419, -0.096, -0.394, 0.292, -0.525, -0.458, -0.217, 0.422, -0.607, 0.278, 0.422, 0.422, 0.462, -0.374, -0.365, 0.333, -0.547, -0.214, -0.366, 0.216, -0.540, 0.421, 0.421, 0.455, 0.578],
  "charge": 1,
  "gap_ev": 6.242
}

=====

{
  "formula": "C46H43AsF5MnN2O4PSi2",
  "method": "the ωB97M-V functional and the def2-TZVPD basis",
  "species": ["Mn", "O", "C", "O", "C", "C", "C", "C", "C", "C", "P", "C", "C", "C", "C", "C", "C", "C", "C", "C", "C", "C", "C", "H", "H", "H", "H", "H", "H", "H", "H", "H", "H", "H", "H", "H", "H", "F", "C", "C", "C", "F", "C", "F", "C", "F", "C", "F", "O", "C", "N", "C", "C", "O", "N", "C", "C", "C", "C", "C", "C", "C", "C", "C", "C", "C", "C", "H", "H", "H", "H", "H", "H", "H", "H", "H", "H", "H", "C", "Si", "C", "C", "As", "Si", "C", "C", "C", "H", "H", "H", "H", "H", "H", "H", "H", "H", "H", "H", "H", "H", "H", "H", "H", "H", "H"],
  "positions_angstrom": [[-0.01, -0.30, 1.41], [1.63, -1.75, 4.83], [1.74, -1.47, 3.67], [0.76, -1.02, 2.94], [3.09, -1.65, 3.00], [4.10, -2.18, 3.81], [5.38, -2.39, 3.32], [5.67, -2.08, 2.00], [4.67, -1.57, 1.19], [3.38, -1.34, 1.67], [2.17, -0.61, 0.49], [2.90, 1.03, 0.12], [3.77, 1.67, 1.01], [4.19, 2.97, 0.77], [3.74, 3.67, -0.34], [2.86, 3.05, -1.22], [2.43, 1.75, -0.99], [2.49, -1.63, -1.00], [3.29, -1.25, -2.06], [3.49, -2.11, -3.13], [2.89, -3.36, -3.15], [2.07, -3.75, -2.09], [1.87, -2.89, -1.02], [3.84, -2.41, 4.84], [6.15, -2.80, 3.97], [6.66, -2.24, 1.60], [4.90, -1.33, 0.16], [4.10, 1.15, 1.90], [4.85, 3.45, 1.48], [4.06, 4.69, -0.51], [2.48, 3.60, -2.08], [1.73, 1.29, -1.68], [3.77, -0.28, -2.06], [4.13, -1.81, -3.96], [3.04, -4.03, -3.99], [1.58, -4.71, -2.10], [1.20, -3.16, -0.22], [-3.26, 0.36, 2.54], [-2.30, 1.16, 3.00], [-0.99, 1.03, 2.64], [-0.13, 1.96, 3.17], [1.19, 1.93, 2.84], [-0.51, 2.98, 4.01], [0.37, 3.87, 4.48], [-1.84, 3.08, 4.34], [-2.26, 4.06, 5.14], [-2.74, 2.17, 3.84], [-4.03, 2.28, 4.16], [0.05, -0.55, -1.92], [-0.36, 0.52, -1.53], [-0.68, 1.56, -2.38], [-1.21, 2.70, -1.69], [-0.95, 2.26, -0.22], [-1.13, 3.04, 0.68], [-0.50, 0.95, -0.19], [-2.71, 2.90, -1.95], [-3.11, 3.25, -3.24], [-4.45, 3.38, -3.55], [-5.42, 3.16, -2.57], [-5.03, 2.82, -1.29], [-3.68, 2.69, -0.97], [-0.43, 3.99, -2.01], [0.58, 4.01, -2.96], [1.26, 5.19, -3.25], [0.93, 6.36, -2.58], [-0.08, 6.35, -1.62], [-0.76, 5.17, -1.34], [-0.93, 1.33, -3.33], [-2.36, 3.44, -4.00], [-4.75, 3.65, -4.56], [-6.47, 3.26, -2.82], [-5.78, 2.64, -0.52], [-3.39, 2.42, 0.04], [0.85, 3.09, -3.46], [2.04, 5.19, -3.99], [1.47, 7.28, -2.79], [-0.34, 7.25, -1.08], [-1.55, 5.16, -0.59], [-0.90, -5.56, 0.36], [-1.02, -4.30, 1.73], [0.58, -4.43, 2.67], [-2.36, -4.87, 2.89], [-1.43, -2.16, 0.95], [-2.79, -2.68, -0.84], [-1.94, -3.38, -2.35], [-3.71, -1.14, -1.38], [-4.11, -3.88, -0.29], [-0.65, -6.55, 0.78], [-0.11, -5.28, -0.35], [-1.83, -5.65, -0.21], [0.75, -5.48, 2.95], [0.55, -3.83, 3.58], [1.44, -4.10, 2.07], [-2.17, -5.89, 3.25], [-3.34, -4.84, 2.40], [-2.40, -4.19, 3.75], [-1.04, -2.78, -2.56], [-2.62, -3.31, -3.22], [-1.65, -4.43, -2.22], [-3.07, -0.48, -1.97], [-4.06, -0.58, -0.50], [-4.58, -1.41, -1.99], [-3.73, -4.90, -0.11], [-4.90, -3.95, -1.07], [-4.57, -3.52, 0.64]],
  "mulliken_charge": [0.013, -0.756, -0.675, -0.048, 0.925, -0.669, -0.596, -0.649, -0.568, 0.365, 2.100, 0.789, -0.968, -0.902, -0.724, -0.536, -0.098, 0.159, 0.407, -0.909, -0.679, -0.657, 0.546, 0.510, 0.382, 0.425, 0.412, 0.423, 0.412, 0.433, 0.294, 0.042, 0.458, 0.411, 0.401, 0.361, -0.787, -0.370, 0.512, -0.233, 0.765, -0.142, -0.052, -0.345, 0.770, -0.360, 0.209, -0.356, -0.453, -3.668, 0.762, 2.604, -1.170, -0.538, 2.026, -0.390, -0.364, -0.844, -0.516, -0.899, -0.037, 0.426, -0.847, -0.117, -0.725, -0.746, -0.522, 0.408, 0.369, 0.391, 0.377, 0.468, 0.588, 0.209, 0.481, 0.392, 0.430, 0.439, -0.519, 0.220, -0.914, -1.158, 0.227, 0.610, -0.824, -0.960, -1.232, 0.401, -0.202, 0.233, 0.474, 0.192, 0.120, 0.322, 0.277, 0.286, 0.014, 0.433, 0.318, 0.113, 0.189, 0.509, 0.291, 0.361, 0.235],
  "charge": -1,
  "spin_multiplicity": 5,
  "gap_ev": [6.085, 6.663],
  "de_lowest_kj_mol": 82.8
}